# 1
9
Properties=species:S:1:pos:R:3:forces:R:3 method="wB97M-V/def2-TZVPD" relative_energy_kcal_mol=39.4 lumo_ev=-1.527 total_charge=0
P -1.872712 1.628635 -1.215097 2.510 -0.050 1.255
H 1.839994 -0.598720 -0.267729 -2.288 0.755 0.332
N -0.126518 -0.573601 -1.003047 -2.507 -2.074 -2.748
C 0.720843 -0.395135 0.056861 3.380 2.884 2.223
H 0.487577 0.661456 0.417477 1.112 -0.972 0.135
H -2.695807 0.953962 -0.398420 -1.547 -0.675 0.891
H 0.644833 -1.053450 0.932101 -0.796 -0.292 -0.616
Cl -1.232740 2.693087 1.403583 -0.397 -0.623 -1.760
N -1.021591 0.169063 -1.315510 0.531 1.048 0.288


# 2
15
Properties=species:S:1:pos:R:3:forces:R:3 method="wB97M-V/def2-TZVPD" relative_energy_kcal_mol=87.2 lumo_ev="-3.823 / -3.823" total_charge=+1
H 0.611358 1.736657 -0.648706 -0.032 -0.139 0.093
H 0.051318 2.140950 0.866256 -0.069 -0.067 0.019
O -0.378743 -0.439368 1.306732 -0.247 0.235 0.610
C 2.431241 -1.136270 -0.209977 -3.545 0.138 0.275
N -0.147269 1.634076 0.012439 0.362 0.402 -0.070
H 2.397208 -1.473847 -1.232697 0.171 -0.042 -0.044
H -2.589383 1.114710 0.405708 0.071 -0.149 -0.184
H -0.398836 -1.837458 -0.319700 -0.352 -0.200 -0.068
C 0.041278 -0.931530 0.059376 3.535 -0.445 -0.759
C -0.603888 0.346940 0.189699 -0.773 -0.079 -0.472
H 2.531925 -1.854098 0.586969 0.149 -0.073 0.014
N -2.152952 0.348093 -0.121627 0.278 -0.217 0.352
H -2.305659 0.512454 -1.123074 0.017 -0.002 0.271
Cl 3.094930 0.380229 0.065135 0.351 0.391 0.097
H -2.582526 -0.541535 0.163460 0.084 0.247 -0.133


# 3
101
Properties=species:S:1:pos:R:3:forces:R:3 method="wB97M-V/def2-TZVPD" lumo_ev=-0.070 smiles="O=S1(=O)CCCC1.O=S1(=O)CCCC1.O=S1(=O)CCCC1.O=S1(=O)CCCC1.O=S1(=O)CCCC1.O=C1OCCO1.O=C1OCCO1.CO" total_charge=0
H -2.275391 0.896008 2.715289 0.406 0.081 -0.087
H 0.255729 -0.616482 -1.303121 0.737 0.381 -0.178
O 2.749869 2.317948 -0.990211 0.278 1.158 0.304
O 0.461849 -4.046602 -0.070391 0.722 -0.196 0.889
H -4.746861 1.256528 0.725669 0.222 -0.032 0.173
H 1.959009 -0.205002 6.321179 0.022 -0.373 0.267
H -4.927011 3.038518 0.849429 -0.317 -0.285 0.132
H 4.728909 -4.142002 -0.483851 -0.041 0.036 -0.001
C -3.351781 2.362678 3.797569 -1.426 0.396 -0.275
H 0.873439 -2.349392 7.259269 0.244 0.029 -0.200
H -2.375351 1.975078 0.494759 0.081 -0.503 0.216
H -1.124881 -4.910202 -1.123551 0.182 -0.299 0.451
C -0.906121 -4.086012 -0.444611 -0.352 1.066 -0.182
H 1.889749 0.054848 -3.025941 0.220 0.396 0.006
H 2.542749 4.874158 -3.117871 0.238 0.059 0.543
H 1.258359 4.901808 0.694039 -0.065 0.134 -0.041
C -2.617471 -1.440052 -2.881851 0.237 0.134 0.836
O -5.893971 3.161698 3.190939 1.193 -1.906 0.400
H -0.422781 3.277068 -1.268671 0.343 -0.161 -0.602
H -2.377831 -3.204782 0.902959 0.501 0.433 0.297
H -3.263641 3.431708 3.991239 -0.514 0.122 -0.191
O 1.685429 -3.959352 1.873189 -3.448 0.476 -1.542
H 3.196089 -1.891672 0.395879 -0.040 -0.342 -0.236
H -5.433221 -0.363622 -1.171301 0.211 -0.171 0.281
H 0.343489 0.843088 -0.235251 0.926 0.056 -0.492
H 4.559159 -0.009152 -0.969911 0.293 -0.110 0.355
C 0.553019 5.081228 -2.094111 1.327 -0.206 -0.036
C 0.004539 -2.076022 6.660619 0.193 -0.798 -1.144
O -3.028991 0.402268 -4.861531 0.256 -0.335 1.306
H -5.406381 -1.044412 -2.744061 -0.034 0.618 -0.521
C 0.276259 -2.527552 5.158279 0.866 0.897 0.782
H 6.285609 -1.597452 -1.651361 0.113 -0.009 0.054
H 0.985439 3.173808 0.798899 -0.253 -0.148 -0.366
S 4.903079 -3.211182 -2.621571 1.670 0.414 1.310
H -0.039671 -0.249672 7.738909 -0.186 0.198 -0.003
H 3.316719 -0.706692 -1.828391 0.004 -0.726 -0.418
H 1.075469 1.086638 5.689049 -0.746 -0.134 -0.482
C 4.259159 -0.983412 -1.355811 0.661 0.132 0.808
C -2.420391 1.976048 2.690879 1.364 0.046 0.473
H 5.646219 -0.977062 -3.159611 -0.349 -0.208 -0.105
O -0.889931 -0.621392 0.289059 0.875 -0.521 0.442
O 4.017889 -3.088802 -3.718921 -1.728 -0.385 -1.246
O 2.611319 0.576368 -6.069061 -0.694 0.158 -2.168
H -2.701331 3.495338 1.145489 -0.266 0.217 0.447
H -1.540161 2.548538 2.983369 0.748 -0.731 -0.451
C 0.597879 -3.925162 1.289169 2.440 -0.888 0.052
O 6.044339 -4.106852 -2.736541 -0.911 0.519 0.365
H 0.850669 6.076138 -1.762981 -0.148 0.086 0.396
O 0.025199 -0.334902 3.444459 0.688 -1.449 1.025
H 3.088469 -3.801122 -0.974781 0.062 -0.277 -0.834
S 0.980039 -1.019142 4.359599 -0.019 2.058 -1.144
H -0.936821 4.709828 -0.567681 0.229 0.323 0.459
C 1.485509 -0.107372 -6.040591 -2.948 -2.347 -3.657
H 1.122559 -3.214462 5.162269 -0.244 -0.176 -0.355
H -1.129231 -0.256922 6.342159 0.041 0.103 -0.102
H -0.534701 -2.882032 4.522039 -0.083 0.082 0.327
H -4.699811 1.406408 -3.014351 -0.098 -0.226 -0.103
H -3.684631 1.305818 -1.606571 -0.053 -0.249 0.340
C -4.091621 0.717068 -2.428661 0.594 0.791 -0.443
S -2.629771 0.323678 -3.458351 -0.697 -0.501 -0.841
H -1.090511 -3.168162 -1.002871 -0.098 0.027 -0.014
C -4.759411 -0.578742 -2.000641 -0.591 -0.351 -0.281
C -1.659351 -4.024462 0.899069 -0.620 -0.335 -1.045
O -5.404321 0.627598 3.242629 0.641 1.622 0.120
S 2.555949 3.766278 -0.875841 0.770 -0.115 -1.343
C -4.433081 2.155838 1.255649 0.785 0.598 0.556
H -3.357491 -1.483882 -0.678691 1.097 0.626 -0.235
O 1.053209 -0.409232 -4.769351 0.018 0.007 -2.331
O 2.330599 -1.218962 3.847549 -1.221 -0.187 0.679
C 1.070009 4.006838 0.101039 0.074 0.993 -0.058
H 4.933379 -2.186502 0.419869 0.061 0.992 0.174
C 0.990509 0.015518 5.872319 0.686 -0.922 -0.136
H 1.287529 -0.655682 0.189569 -0.228 -0.078 0.176
S -4.974151 2.013738 3.014049 -1.876 0.988 -0.675
O -0.621421 -3.878212 1.848309 0.182 0.266 0.956
C 0.398679 -0.244202 -0.288691 -2.005 0.199 -0.357
H -0.798551 -2.645192 7.128789 -0.320 0.260 -0.313
C 2.961959 0.809908 -4.796691 1.470 0.418 3.538
C -3.677391 -1.609442 -1.713101 0.880 0.132 -0.086
C -2.903261 2.439788 1.327499 -0.816 -0.189 -0.545
C -0.147911 -0.566592 6.701629 0.017 0.443 0.478
H -1.587771 -1.670422 -2.608461 -0.044 0.095 0.152
C 4.067269 -2.076282 -0.232671 1.059 0.660 -1.163
C 1.860589 4.331168 -2.463721 -1.036 -0.283 -0.236
C 4.102789 -3.402142 -0.982551 -0.848 -1.219 0.259
C 5.385829 -1.541132 -2.264001 -0.014 0.554 0.839
H 1.085499 1.405498 -3.848081 -0.136 0.080 -0.001
H -4.009701 -2.644472 -1.633231 -0.459 -0.016 -0.765
H 3.299829 1.839248 -4.676611 0.370 -0.222 0.128
H -2.281511 -4.895412 1.105159 0.504 -0.367 0.196
H -3.232331 1.885978 4.770499 -0.124 -0.494 -0.359
O 0.926979 -0.443512 -7.073831 0.797 0.398 2.406
H 3.673199 0.037358 -4.504471 0.708 0.400 0.151
C 1.715159 0.527558 -3.992461 0.064 0.652 1.951
O -1.423741 1.053938 -3.085731 -0.902 -0.551 0.401
C -0.031931 4.247158 -0.961661 -0.808 -0.304 0.683
O 3.635409 4.686868 -0.526871 -0.969 -1.124 0.210
H -0.761971 -0.443922 1.223789 -0.300 -0.138 0.564
H -0.096441 5.267788 -2.949381 -0.079 -0.493 0.044
H -2.847421 -2.051542 -3.754381 -0.271 0.143 0.027
H 1.581819 3.405718 -2.967631 0.057 -0.071 -0.033


Number 1: strongest force on any atom 0.097 hartree/bohr. Number 2: strongest force on any atom 0.071 hartree/bohr. Number 3: strongest force on any atom 0.102 hartree/bohr.